(1)
ORCA calculation (ωB97M-V/def2-TZVPD) on a molecular structure, C22H48INO10P2S in a non-equilibrium geometry.

The geometry in XYZ format:
```
85
Properties=species:S:1:pos:R:3
C -2.3951 4.5271 4.2949
C -0.7809 4.4769 4.0199
P -0.2546 3.6982 2.3611
C -1.6802 3.5684 1.1010
C -2.3920 5.0481 0.7827
C 0.7147 2.0665 2.5706
I 2.5784 2.8161 3.5426
O 0.9757 1.6969 1.1404
S -0.0635 0.4423 0.6416
O -1.1350 0.6940 -0.4448
O 0.6865 -0.7932 0.0907
O -0.9426 0.3429 2.0993
C -0.0175 0.7477 3.2089
C -1.0539 0.9027 4.4698
C -2.6612 0.8088 4.0234
C -3.6212 1.1796 5.3409
C -5.0026 1.8160 4.7118
C -6.1973 2.0750 5.8120
C -7.5307 2.5493 4.9229
O -8.2354 1.3099 4.5594
C -8.5661 1.2508 3.1271
C -8.5689 -0.2506 2.4005
O -8.9100 2.2766 2.3439
P 0.9535 -0.8819 3.5035
N 2.5607 -0.7199 3.5777
H -3.0598 4.0072 3.4843
H -2.7231 5.6726 4.3121
H -2.7108 4.0802 5.3551
H -0.3871 5.5944 4.0193
H -0.2671 3.9711 4.9709
H -1.1858 3.2532 0.0617
H -2.5082 2.8242 1.4604
H -3.2386 4.9218 -0.0272
H -2.8274 5.5614 1.7401
H -1.5314 5.6831 0.2544
H -0.9140 0.0249 5.2655
H -0.9472 1.8996 5.0740
H -2.8732 -0.3073 3.7410
H -2.9528 1.5891 3.2008
H -3.9273 0.1833 5.9203
H -3.0258 1.9262 6.0441
H -5.3468 1.0950 3.8294
H -4.7580 2.8491 4.2192
H -6.4560 1.0749 6.3701
H -5.8928 2.9395 6.5696
H -7.0711 3.1313 3.9901
H -8.2460 3.2165 5.5736
H -7.6519 -0.4203 1.6917
H -9.6175 -0.3173 1.8396
H -8.6407 -1.0664 3.2681
H 0.7031 -1.8761 2.4505
H 0.5325 -1.5129 4.7488
H 2.8234 -1.0577 4.5587
C 5.2826 -2.6862 -2.8879
O 4.2813 -2.5167 -3.8862
C 3.6188 -3.7436 -4.2032
C 2.2604 -3.8422 -3.5056
O 2.4104 -3.9293 -2.0846
C 2.1782 -2.6811 -1.4390
H 5.5528 -1.7001 -2.5005
H 4.9305 -3.3013 -2.0534
H 6.1682 -3.1460 -3.3335
H 4.2527 -4.6032 -3.9610
H 3.4562 -3.7452 -5.2892
H 1.7631 -4.7640 -3.8296
H 1.6124 -3.0013 -3.7777
H 1.1029 -2.4884 -1.3917
H 2.6773 -1.8540 -1.9544
H 2.5724 -2.7440 -0.4226
C 6.8764 -1.8430 -6.8207
O 7.6060 -2.3307 -7.9421
C 7.6422 -3.7595 -7.9853
C 6.6238 -4.3150 -8.9833
O 5.2823 -4.0519 -8.5585
C 4.7090 -2.9384 -9.2371
H 6.6543 -0.7856 -6.9881
H 5.9310 -2.3775 -6.6818
H 7.4865 -1.9378 -5.9190
H 7.4919 -4.1840 -6.9871
H 8.6498 -4.0416 -8.3189
H 6.7339 -5.4047 -9.0307
H 6.7980 -3.9189 -9.9902
H 4.4133 -3.2381 -10.2463
H 5.4012 -2.0919 -9.2932
H 3.8206 -2.6234 -8.6859
```

## Properties
Frontier orbital gap in eV: 7.623
Total charge: 0
LUMO level in eV: -0.7
E_HOMO in eV: -8.32

=====

(2)
ORCA calculation (ωB97M-V/def2-TZVPD) on 3 unconnected molecules or ions with the total composition C22H48N7O2 in a non-equilibrium geometry.

The geometry in XYZ format:
```
79
Properties=species:S:1:pos:R:3
N 2.9673 2.6578 -1.5023
C 1.9058 2.9770 -2.4206
C 1.3984 4.4102 -2.3058
C 0.3040 4.7213 -3.3338
N -0.5894 3.5341 -3.5326
C -0.4554 2.6665 -2.4448
N -1.4740 2.4748 -1.6857
N 0.7532 2.0578 -2.1345
N 0.8431 0.7549 -2.7609
H 3.2088 3.4416 -0.9095
H 3.8167 2.3965 -1.9846
H 2.2490 2.7917 -3.4489
H 2.2355 5.0980 -2.4210
H 1.0169 4.5543 -1.2877
H -0.3070 5.5582 -3.0026
H 0.7405 4.9728 -4.2979
H -0.3196 3.0458 -4.3820
H -2.3419 2.9547 -1.8902
H -1.4169 1.8893 -0.8415
H 0.3479 0.7496 -3.6510
H 1.8250 0.5719 -2.9323
C 0.8183 -2.5643 -0.8114
C -0.3725 -3.1466 -1.5920
C -1.5672 -3.3972 -0.6611
C -1.4037 -4.6188 0.2403
C -1.0342 -5.8566 -0.5721
C 0.2079 -5.6529 -1.4459
N 0.0009 -4.4241 -2.2850
O -0.7153 -4.6485 -3.3247
C 1.4680 -5.5461 -0.5819
C 0.4035 -6.8434 -2.3780
C -0.7588 -2.1282 -2.6588
H 1.7659 -2.8680 -1.2565
H 0.7681 -1.4769 -0.8447
H 0.8238 -2.8579 0.2365
H -2.4644 -3.5272 -1.2741
H -1.7209 -2.4970 -0.0583
H -0.6542 -4.4297 1.0143
H -2.3429 -4.7993 0.7662
H -0.8553 -6.7096 0.0869
H -1.8746 -6.1249 -1.2190
H 2.3352 -5.2972 -1.1951
H 1.6489 -6.5158 -0.1179
H 1.3937 -4.8169 0.2190
H -0.4856 -7.0432 -2.9696
H 0.6270 -7.7236 -1.7741
H 1.2368 -6.6688 -3.0592
H 0.0595 -1.9854 -3.3668
H -0.9731 -1.1755 -2.1729
H -1.6397 -2.4431 -3.2124
C 0.2803 4.2035 3.3448
C -0.9105 3.3791 2.8240
C -1.7970 2.8986 3.9822
C -1.1937 1.7558 4.7941
C -0.7612 0.6056 3.8913
C 0.1946 1.0443 2.7770
N -0.4432 2.1857 2.0355
O -1.3068 1.7968 1.1684
C 1.5619 1.4317 3.3470
C 0.4312 -0.0933 1.7951
C -1.7222 4.2785 1.8954
H 1.1519 4.0957 2.6995
H 0.0080 5.2580 3.3594
H 0.5706 3.9347 4.3580
H -2.7597 2.5762 3.5741
H -1.9978 3.7583 4.6259
H -0.3515 2.1105 5.3935
H -1.9389 1.3958 5.5046
H -0.2693 -0.1777 4.4723
H -1.6470 0.1540 3.4337
H 2.2038 1.8432 2.5666
H 2.0363 0.5306 3.7351
H 1.5141 2.1445 4.1634
H -0.5007 -0.4955 1.4047
H 0.9615 -0.8928 2.3134
H 1.0440 0.2410 0.9571
H -1.1263 4.5824 1.0310
H -2.0082 5.1739 2.4467
H -2.6270 3.7889 1.5446
```

## Properties
Frontier orbital gap (spin up / spin down) in eV: 6.090 / 7.230
Total charge: +1
LUMO level (spin up / spin down) in eV: -3.7 / -3.7
Spin multiplicity: 3
Expectation value of S²: 2.0082
E_HOMO (spin up / spin down) in eV: -9.79 / -10.94

=====

(3)
ORCA calculation (ωB97M-V/def2-TZVPD) on 3 unconnected molecules or ions with the total composition C22H49FIN4O11P3S in a non-equilibrium geometry.

The geometry in XYZ format:
```
92
Properties=species:S:1:pos:R:3
C -2.5935 3.2799 5.3927
C -1.0912 2.6877 5.2563
P -0.1593 3.3684 3.7314
C 1.6023 3.7095 4.4146
C -0.0952 2.0896 2.3225
C 0.6523 0.8283 3.0282
C 2.0640 0.4440 2.3175
O 3.1364 1.2569 2.8535
C 0.6875 2.8996 1.1706
O 1.8511 3.3715 1.1209
N -0.1321 3.0616 -0.0284
C -1.5815 2.9188 0.3374
C -2.2044 2.4292 -1.0883
C -3.7746 2.1066 -1.0303
C -4.2612 0.9595 -2.0437
S -3.2564 -0.5995 -1.9902
C -2.3569 4.1732 0.9729
C -1.6647 5.6013 0.7382
N -2.6896 6.6323 1.1963
N -0.4604 5.8417 1.6096
N -1.3556 5.9337 -0.6827
C -1.4462 1.7784 1.4890
F -1.1015 0.5432 0.7599
C -2.7656 1.3279 2.2802
C -3.2580 -0.1733 1.9052
O -4.2242 -0.3975 1.1322
I -2.3198 -1.9765 2.7535
H -2.9747 3.6480 4.3713
H -2.6245 4.1510 6.1507
H -3.3388 2.5003 5.8028
H -0.5205 2.9231 6.2343
H -1.2034 1.5399 5.2371
H 2.3600 3.9223 3.5909
H 1.9166 2.7376 4.9610
H 1.6197 4.5957 5.1329
H -0.0268 -0.0833 2.9155
H 0.8272 0.9738 4.1498
H 2.2685 -0.6589 2.6101
H 1.9839 0.4893 1.1811
H 3.1248 1.1742 3.8348
H 0.1130 3.8100 -0.6846
H -1.5518 1.5740 -1.4615
H -2.0596 3.3018 -1.8280
H -4.3165 3.0759 -1.3620
H -4.1719 1.8718 0.0109
H -4.3870 1.3270 -3.1322
H -5.3306 0.6664 -1.7146
H -2.5550 -0.5970 -3.2065
H -3.4460 4.2789 0.5965
H -2.4488 4.0437 2.1176
H -3.2699 6.7978 0.3463
H -2.1613 7.5096 1.3085
H -0.8663 6.1870 2.5032
H 0.1151 6.6118 1.2223
H -0.3450 5.8869 -0.8683
H -1.9070 5.3856 -1.3533
H -2.5323 1.2940 3.4004
H -3.6352 2.0511 2.1444
C 5.1091 -0.4281 -1.7806
O 3.7191 -0.5835 -2.0186
P 3.1833 -1.9988 -2.5443
O 3.5078 -3.1548 -1.6730
O 3.7196 -2.0988 -4.0477
C 5.0349 -2.5782 -4.2769
O 1.6280 -1.7284 -2.7646
C 0.7674 -1.8343 -1.6377
H 5.2496 0.2064 -0.9041
H 5.5997 -1.3875 -1.5973
H 5.5706 0.0573 -2.6434
H 5.4166 -3.1517 -3.4292
H 5.6969 -1.7316 -4.4700
H 5.0229 -3.2224 -5.1570
H 0.0982 -0.9717 -1.6259
H 1.3216 -1.8613 -0.6971
H 0.1699 -2.7423 -1.7338
C 2.3779 -8.7734 -3.6898
O 1.0661 -8.7351 -3.1524
P 0.3494 -7.3115 -2.9789
O 0.2270 -6.5159 -4.2239
O 1.1415 -6.6044 -1.7848
C 2.3405 -5.8972 -2.0774
O -1.0321 -7.6949 -2.2776
C -2.1041 -8.1213 -3.1061
H 2.4750 -9.6553 -4.3250
H 2.5968 -7.8868 -4.2903
H 3.0999 -8.8469 -2.8736
H 2.4078 -5.6214 -3.1323
H 3.1977 -6.5189 -1.8092
H 2.3657 -4.9891 -1.4783
H -2.5537 -9.0125 -2.6643
H -1.7728 -8.3599 -4.1187
H -2.8550 -7.3308 -3.1466
```

## Properties
SMILES string: CCP(C)[C@]1(CCO)C(=O)N[C@](CCCS)(CC(N)(N)N)[C@]1(F)CC(=O)I.COP(=O)(OC)OC.COP(=O)(OC)OC
Frontier orbital gap in eV: 7.813
Total charge: 0
LUMO level in eV: 0.0
E_HOMO in eV: -7.79

=====

(4)
ORCA calculation (ωB97M-V/def2-TZVPD) on a molecular structure, C22H49N2OsP3S2 in a non-equilibrium geometry.

The geometry in XYZ format:
```
79
Properties=species:S:1:pos:R:3
Os -0.3986 -0.1198 -0.0369
P -1.9800 1.5975 -0.0975
P -1.5242 -2.1527 0.1044
P -0.0493 -0.1990 -2.2949
H 2.1033 -0.5832 1.0535
C 1.7441 -0.1101 0.1345
C 1.2336 1.2481 0.2115
H 1.2334 1.7556 1.1835
C -2.5141 2.4699 1.4126
C -3.6060 1.0235 -0.7058
C -1.4790 3.0140 -1.1396
C -0.3316 -3.5330 0.1924
C -2.5587 -2.4339 1.5745
C -2.6545 -2.5526 -1.2718
C 1.1208 0.9980 -3.0340
C -1.5174 -0.0005 -3.3647
C 0.6509 -1.8220 -2.7792
H 2.2504 -0.4314 -0.7803
H 1.3906 1.9174 -0.6387
H -1.6581 2.8230 2.0022
H -3.1116 1.8029 2.0485
H -3.1372 3.3374 1.1417
H -4.0078 0.2651 -0.0183
H -3.5325 0.5938 -1.7110
H -4.3019 1.8754 -0.7337
H -0.5582 3.4497 -0.7294
H -2.2702 3.7782 -1.1119
H -1.2997 2.7245 -2.1817
H -0.8868 -4.4805 0.2350
H 0.2719 -3.4289 1.1038
H 0.3370 -3.5439 -0.6771
H -3.1044 -3.3823 1.4552
H -3.2860 -1.6185 1.6930
H -1.9250 -2.5002 2.4725
H -3.1494 -3.5079 -1.0479
H -2.1243 -2.6514 -2.2258
H -3.4260 -1.7770 -1.3644
H 1.1893 0.8199 -4.1170
H 2.1252 0.8879 -2.6052
H 0.7801 2.0286 -2.8704
H -1.2215 -0.2138 -4.4019
H -1.9038 1.0252 -3.3182
H -2.3160 -0.6954 -3.0828
H 0.8946 -1.8102 -3.8502
H -0.0522 -2.6403 -2.5870
H 1.5754 -2.0136 -2.2190
C 5.4218 -1.2210 -4.6330
C 6.1551 -2.4065 -4.8433
C 7.5479 -2.4097 -4.7013
C 8.2268 -1.2317 -4.3694
C 7.5105 -0.0434 -4.1928
C 6.1198 -0.0327 -4.3348
S 3.6707 -1.1691 -4.6853
H 3.4326 -2.4908 -4.8810
H 5.6171 -3.3152 -5.1056
H 8.1069 -3.3356 -4.8482
H 9.3105 -1.2374 -4.2507
H 8.0279 0.8836 -3.9416
H 5.5490 0.8854 -4.2067
C -0.3239 1.5201 6.4542
C -0.8589 2.3923 5.3437
N -0.7153 1.8052 3.9763
C -1.1395 0.5651 3.6160
S -0.1737 -0.3765 2.5223
N -2.2729 0.0266 4.0931
C -3.2688 0.6075 5.0286
C -4.1397 1.6891 4.4380
H -0.8035 0.5354 6.4930
H -0.5007 2.0153 7.4153
H 0.7572 1.3791 6.3430
H -1.9084 2.6650 5.4827
H -0.2960 3.3306 5.3058
H 0.1518 2.0677 3.4995
H -2.4398 -0.9306 3.7783
H -3.8945 -0.2363 5.3348
H -2.7464 0.9380 5.9320
H -4.6566 1.3364 3.5385
H -4.9037 1.9652 5.1765
H -3.5783 2.5954 4.1997
```

## Properties
Frontier orbital gap (spin up / spin down) in eV: 8.489 / 5.038
Total charge: +4
LUMO level (spin up / spin down) in eV: -10.8 / -14.4
Spin multiplicity: 5
Expectation value of S²: 6.0322
E_HOMO (spin up / spin down) in eV: -19.25 / -19.46

=====

(5)
ORCA calculation (ωB97M-V/def2-TZVPD) on 8 unconnected molecules or ions with the total composition C22H50Cl4N6O6 in a non-equilibrium geometry.

The geometry in XYZ format:
```
88
Properties=species:S:1:pos:R:3
C 3.0699 1.9209 5.1840
C 1.8403 2.7944 5.2473
O 1.7626 3.6652 6.0865
N 0.8312 2.5395 4.4124
C -0.2772 3.4197 4.2047
H 2.9015 1.1885 5.9735
H 3.9331 2.5509 5.3988
H 3.2553 1.4219 4.2328
H 1.0032 1.9301 3.6255
H -0.8114 3.7527 5.0945
H -0.9873 3.0288 3.4759
H 0.0453 4.3777 3.7969
C -1.8308 -5.9223 2.2507
C -3.0742 -6.3088 1.5196
O -4.1460 -6.4969 2.1541
N -2.9331 -6.5054 0.1684
C -3.9463 -6.9052 -0.8197
H -1.6210 -4.8529 2.2303
H -0.9819 -6.5156 1.9110
H -1.9385 -6.2262 3.2919
H -1.9775 -6.3937 -0.1387
H -4.8821 -6.3819 -0.6232
H -4.3739 -7.9062 -0.8762
H -3.6267 -6.6747 -1.8360
C -2.3124 2.4496 0.3415
C -3.2851 3.5366 0.1901
O -4.4777 3.2761 0.0705
N -2.7569 4.7859 0.3468
C -3.5828 5.9897 0.4999
H -1.2301 2.5784 0.3435
H -2.5380 1.6720 -0.3882
H -2.5001 1.9762 1.3053
H -1.7538 4.8898 0.2902
H -3.3474 6.6852 -0.3057
H -3.3082 6.5394 1.4002
H -4.6477 5.7584 0.4756
C -3.3684 0.4717 -3.0163
C -1.8116 0.3193 -2.8852
O -1.2973 -0.2933 -1.9502
N -1.1992 0.8508 -3.9102
C 0.2775 0.9074 -3.9478
H -3.8761 -0.2238 -2.3480
H -3.7014 0.2671 -4.0339
H -3.6959 1.4665 -2.7143
H -1.6260 1.4326 -4.6168
H 0.8843 0.4184 -3.1857
H 0.4511 1.9684 -3.7684
H 0.7240 0.8230 -4.9386
C 1.6668 1.0903 0.0937
C 0.6754 0.4729 1.0553
O 0.7419 0.8180 2.2547
N -0.2247 -0.3710 0.5837
C -1.2457 -0.9848 1.3991
H 2.5081 1.5693 0.5946
H 1.1183 1.8564 -0.4544
H 2.0203 0.4205 -0.6902
H -0.3622 -0.4988 -0.4087
H -0.9507 -1.9651 1.7732
H -2.1346 -1.0071 0.7685
H -1.5017 -0.4491 2.3132
C 1.4862 -6.7924 -1.6481
C 0.6627 -5.7410 -0.9528
O -0.6157 -5.7953 -0.9348
N 1.3365 -4.7511 -0.4476
C 0.7945 -3.5674 0.2233
H 2.2300 -7.2716 -1.0116
H 1.9559 -6.2386 -2.4609
H 0.8454 -7.6205 -1.9510
H 2.3223 -4.8022 -0.6611
H 1.5286 -2.7948 0.4521
H 0.0889 -3.7444 1.0350
H 0.2790 -3.0951 -0.6130
Cl -0.1174 3.9933 -2.1580
C 1.1631 5.1903 -2.3328
C 2.4666 4.6108 -1.7912
Cl 2.2989 4.3627 0.0091
H 0.8591 6.0681 -1.7626
H 1.2122 5.4954 -3.3780
H 3.2873 5.3155 -1.9252
H 2.6691 3.6442 -2.2526
Cl 6.8533 -0.3163 -2.5101
C 5.8334 0.5218 -1.3898
C 5.0668 1.6724 -1.9274
Cl 3.8696 1.1911 -3.1825
H 6.4765 0.9822 -0.6397
H 5.2330 -0.1913 -0.8249
H 5.7322 2.4273 -2.3463
H 4.6157 2.2493 -1.1200
```

## Properties
Frontier orbital gap (spin up / spin down) in eV: 6.874 / 1.965
Total charge: +1
LUMO level (spin up / spin down) in eV: -3.2 / -8.1
Spin multiplicity: 2
Expectation value of S²: 0.7592
E_HOMO (spin up / spin down) in eV: -10.08 / -10.08

=====

- Which of these has the highest total charge?
  C22H49N2OsP3S2

=====

- What is the total charge in the second record?
  +1